A cluster of 2 separate species, C28H33N5O5 in total. Source: the OMol25 dataset; level of theory: ωB97M-V/def2-TZVPD.

Properties
Orbital gap: 8.6 eV
SMILES: O=C1N[C@@H](Cc2ccc(O)cc2)C(=O)N2CCC[C@@H]12.CNC(=O)[C@H](Cc1c[nH]c2ccccc12)NC(C)=O
LUMO: 0.0173 Ha

Geometry as ORCA input:
```
! RIJCOSX wB97M-V def2-TZVPD def2/J DEFGRID3
* xyz 0 1
O -4.459 -1.737 -1.868
O 4.587 0.754 -1.570
O 5.593 5.847 -1.052
O -3.313 -0.680 3.135
O 0.330 -5.884 1.054
N -3.537 0.168 1.047
N -4.856 -2.272 0.243
N 4.683 2.131 -3.281
N 4.073 4.251 -1.220
N 0.464 -0.445 -1.621
C 1.083 0.181 2.425
C 4.491 3.351 -4.067
C 2.056 2.871 -1.380
C 1.405 1.537 -1.193
C -2.013 -5.528 0.692
C 5.266 4.693 -0.825
C -2.455 1.839 -0.185
C 0.580 -0.442 -0.247
C -4.783 -1.954 1.683
C 3.570 2.874 -1.124
C -0.836 -5.262 1.393
C -3.792 -0.803 2.013
C -4.508 -3.248 2.481
C 0.496 -1.052 2.092
C 4.296 1.851 -2.029
C -3.223 -3.945 2.091
C 1.177 0.817 0.057
C 6.221 3.766 -0.098
C -4.479 -1.354 -0.710
C -3.035 0.794 -1.134
C -2.037 -3.692 2.795
C -0.854 -4.354 2.448
C -4.102 0.083 -0.305
C 0.240 -1.371 0.746
C -3.203 -4.881 1.045
C 0.955 0.723 -2.175
C 1.419 1.106 1.418
C -2.502 1.181 1.191
H 6.514 2.948 -0.753
H -4.483 -3.013 3.551
H 0.066 -4.162 2.992
H -1.541 0.716 1.429
H 3.455 3.687 -4.014
H 0.235 -1.748 2.876
H -1.438 2.130 -0.464
H -2.029 -2.978 3.615
H -0.212 -2.316 0.484
H -5.023 0.672 -0.337
H -3.451 1.244 -2.040
H 3.489 4.939 -1.666
H -5.345 -3.937 2.333
H 7.107 4.329 0.189
H -3.086 2.734 -0.188
H 1.857 3.223 -2.392
H 1.585 3.570 -0.687
H -4.114 -5.116 0.503
H 0.177 -6.519 0.338
H -2.744 1.907 1.974
H -5.766 -1.587 1.991
H 0.100 -1.213 -2.166
H 1.871 2.048 1.686
H 5.743 3.371 0.796
H 5.150 4.142 -3.702
H 1.002 0.945 -3.233
H 4.740 3.154 -5.111
H -2.257 0.082 -1.427
H -2.015 -6.240 -0.127
H 5.177 1.372 -3.726
H 1.276 0.418 3.462
H 3.717 2.523 -0.101
H -4.754 -3.238 -0.052
*
```



A structure of composition C28H33N6O5OsSSe. Source: the OMol25 dataset; level of theory: ωB97M-V/def2-TZVPD.

Properties
Orbital gap (alpha / beta): 8.4 / 4.9 eV
LUMO (alpha / beta): -0.0993 / -0.2375 Ha
⟨S²⟩: 6.037

Geometry as ORCA input:
```
! RIJCOSX wB97M-V def2-TZVPD def2/J DEFGRID3
* xyz 1 5
Os 1.560 -2.151 -0.429
Se 0.683 0.137 -0.638
S 3.815 -1.532 -1.971
O 2.306 -3.510 0.826
O 5.139 -1.997 -2.219
O -0.397 -2.918 -0.961
O 4.083 -4.119 2.029
O 2.680 -2.243 -2.590
N -2.082 0.497 -0.098
N -1.136 -0.591 1.550
N 3.430 -1.593 -0.382
N -1.497 -7.459 -1.401
N -1.428 -4.170 -2.519
N -0.194 -4.816 1.994
C 2.933 4.299 -3.221
C -4.448 0.512 0.823
C -0.824 -4.020 -1.350
C 3.182 2.845 -2.947
C -2.354 3.549 -0.152
C 3.982 2.462 -1.868
C -0.730 -5.205 -0.469
C -4.565 -0.595 2.981
C 4.206 1.130 -1.585
C -0.287 1.976 3.062
C -2.488 -0.474 1.865
C 2.834 0.510 -3.477
C 0.370 0.843 3.852
C -2.242 1.270 -1.334
C -1.680 2.684 -1.214
C -3.087 0.222 0.822
C -1.123 -6.467 -0.945
C -3.216 -0.888 2.976
C 3.580 -3.391 1.225
C 0.900 -0.314 3.004
C -0.162 -1.244 2.432
C -0.925 -0.020 0.351
C 4.313 -2.206 0.599
C 2.626 1.855 -3.750
C -5.173 0.089 1.918
C -0.396 -5.019 0.875
C -3.771 3.972 -0.520
C 3.623 0.161 -2.394
H -5.168 -0.898 3.825
H 2.021 2.137 -4.602
H -0.608 2.614 -1.017
H 2.391 -0.258 -4.094
H -1.788 3.156 -2.194
H -1.776 -5.063 -2.834
H -0.326 0.459 4.604
H 4.828 0.843 -0.747
H 1.215 1.254 4.407
H -2.352 3.025 0.809
H 1.540 -0.953 3.618
H -1.301 1.732 2.743
H 5.247 -2.546 0.152
H -4.923 1.043 0.012
H -1.739 0.722 -2.131
H 1.527 0.078 2.200
H -4.187 4.640 0.234
H 3.872 4.835 -3.358
H 2.414 4.766 -2.382
H -3.782 4.501 -1.474
H 0.300 2.224 2.174
H -6.233 0.292 1.960
H 4.435 3.223 -1.244
H -1.445 -3.386 -3.153
H -0.744 -1.679 3.244
H 4.543 -1.497 1.397
H 2.329 4.438 -4.116
H -0.357 2.877 3.671
H -1.745 4.442 -0.004
H -4.450 3.124 -0.606
H -3.308 1.286 -1.556
H 0.291 -2.088 1.905
H -2.761 -1.413 3.803
*
```



A structure of composition C28H34AsBrN2SiV. Source: the OMol25 dataset; level of theory: ωB97M-V/def2-TZVPD.

Properties
Orbital gap (alpha / beta): 7.1 / 6.5 eV
LUMO (alpha / beta): 0.0195 / 0.0202 Ha
⟨S²⟩: 0.763

Geometry as ORCA input:
```
! RIJCOSX wB97M-V def2-TZVPD def2/J DEFGRID3
* xyz 0 2
Br 1.581 -0.405 1.803
As -2.008 -0.961 1.211
V -0.206 0.073 -0.143
Si -2.664 1.426 -2.426
N 0.548 1.903 -0.602
N -1.555 1.180 -1.113
C -3.060 -2.433 0.482
C 0.282 -3.748 -2.259
C 3.712 -3.898 1.137
C -5.898 -1.176 4.227
C -0.156 -2.499 -1.768
C -4.119 2.501 -1.919
C -3.421 0.300 1.762
C 1.987 -3.808 -0.567
C -1.569 -1.778 2.919
C 0.424 -1.856 -0.692
C -4.762 -0.578 3.700
C -5.728 -0.654 1.514
C 3.255 -2.663 1.663
C -0.342 4.379 0.279
C 2.206 -2.056 1.053
C 1.338 -4.391 -1.679
C -6.865 -1.252 2.035
C -4.657 -0.310 2.336
C -6.955 -1.518 3.394
C 1.027 4.050 0.314
C 1.516 -2.560 -0.084
C -3.297 -0.237 -2.968
C -1.762 2.257 -3.824
C -0.792 2.212 -0.643
C 3.090 -4.450 0.060
C -1.253 3.468 -0.166
C 2.875 2.394 -0.088
C 1.433 2.812 -0.099
H -3.632 0.890 0.869
H -3.816 -2.752 1.198
H 3.222 2.203 0.929
H 3.429 -5.399 -0.338
H -1.080 -1.044 3.559
H -4.143 -0.112 -3.650
H -7.686 -1.509 1.377
H -3.945 -0.303 4.357
H -2.315 3.673 -0.187
H -7.845 -1.980 3.802
H 3.015 1.485 -0.669
H 4.550 -4.396 1.607
H -0.995 -2.036 -2.282
H 3.502 3.180 -0.510
H -2.929 0.964 2.476
H 3.727 -2.226 2.532
H -2.528 -0.807 -3.492
H 1.762 4.766 0.657
H -2.440 2.489 -4.650
H -5.961 -1.369 5.290
H -0.673 5.352 0.620
H -1.314 3.198 -3.494
H -3.907 3.563 -2.070
H -4.378 2.359 -0.867
H -0.882 -2.607 2.749
H -2.474 -2.149 3.398
H 1.692 -5.341 -2.063
H -3.644 -0.834 -2.123
H -3.543 -2.145 -0.449
H -5.007 2.261 -2.511
H -2.371 -3.251 0.272
H -0.221 -4.191 -3.110
H -0.961 1.618 -4.201
H -5.666 -0.448 0.451
*
```



A structure of composition C28H34Cl5F3Li2MgNO17SV. Source: the OMol25 dataset; level of theory: ωB97M-V/def2-TZVPD.

Properties
Orbital gap: 1.0 eV
LUMO: -0.2124 Ha

Geometry as ORCA input:
```
! RIJCOSX wB97M-V def2-TZVPD def2/J DEFGRID3
* xyz 0 1
V -0.936 -6.254 -5.589
Cl 0.961 -5.933 1.626
Cl 2.574 -5.463 3.972
Cl 3.804 -5.510 1.359
Cl -4.045 4.493 0.819
Cl 2.813 -7.954 2.530
S -3.115 3.481 5.162
Mg 10.127 -0.924 -0.825
F 1.332 0.482 1.932
F 1.903 2.557 1.978
F 3.374 0.970 1.567
O -4.491 -3.824 -0.661
O -2.514 2.683 0.916
O 8.317 -1.032 -1.987
O -2.748 2.121 4.696
O -4.882 6.876 -0.980
O -4.450 3.456 5.781
O 6.184 -0.743 -1.913
O -3.164 4.401 4.010
O -0.803 -5.206 -2.112
O -0.878 3.901 -0.119
O -4.214 -3.509 -2.864
O -1.739 -7.669 -5.205
O -2.137 3.957 6.151
O 3.026 1.296 -0.900
O 1.812 -2.826 1.266
O -5.781 -2.324 -1.750
O -0.110 -4.846 -6.014
N 7.270 -0.714 -1.415
C 1.260 -2.497 -1.044
C -2.711 6.975 -0.325
C -2.362 0.738 -0.469
C 0.971 -2.851 0.396
C 2.537 -6.215 2.370
C -0.512 2.151 2.920
C -1.188 -3.807 -0.269
C -3.145 -0.307 0.339
C -1.298 3.288 0.832
C 1.845 1.456 -0.180
C 1.646 -1.874 -3.626
C 0.719 -2.844 -3.317
C -2.530 -0.551 1.742
C 2.367 -1.210 -2.681
C -1.111 -1.136 1.733
C 0.512 -3.169 -2.005
C -0.517 -4.178 -1.539
C 7.358 -0.258 0.000
C -0.452 3.182 2.047
C -0.471 -3.177 0.634
C -3.772 7.526 -1.304
C 2.123 1.350 1.334
C 2.163 -1.550 -1.354
C 2.745 1.181 -2.298
C -1.045 -2.682 1.927
C 3.348 -0.095 -2.953
C -4.903 -3.178 -1.670
C -2.959 2.127 -0.335
Li 2.966 3.916 3.413
Li -4.381 -0.188 2.913
H -4.163 0.091 0.495
H -3.205 -1.252 2.288
H 2.684 -1.062 -0.540
H 1.095 0.682 -0.389
H -2.445 0.472 -1.529
H 1.776 -1.599 -4.668
H 8.416 -0.285 0.314
H -3.280 -1.225 -0.241
H -2.256 -4.014 -0.101
H -2.620 5.909 -0.479
H -0.701 -0.904 0.744
H -3.622 -4.162 -2.459
H -3.355 7.380 -2.317
H -1.727 7.431 -0.482
H -0.455 -0.617 2.436
H 4.284 -0.307 -2.432
H 3.006 2.090 -2.851
H -3.746 8.625 -1.178
H -1.394 1.881 3.521
H 1.657 1.079 -2.402
H -4.038 1.997 -0.258
H 6.756 -0.939 0.599
H -2.820 2.758 -1.210
H -2.465 0.440 2.237
H -2.032 -3.097 2.128
H 1.352 2.427 -0.341
H -3.006 7.173 0.703
H 6.965 0.755 0.040
H 0.406 1.580 3.101
H -1.284 0.730 -0.268
H 3.518 0.086 -4.014
H 0.213 4.025 2.239
H -0.333 -2.878 2.733
H 0.124 -3.339 -4.077
*
```